(1)
# C5H8NO

2 unconnected molecules or ions with the total composition C5H8NO in a non-equilibrium geometry (ωB97M-V/def2-TZVPD, the Open Molecules 2025 dataset).

```
15
Properties=species:S:1:pos:R:3:forces:R:3:mulliken_charge:R:1
C -1.803528 -1.046495 0.362580 -0.284 0.388 1.090 -0.279
C -2.064975 0.069020 1.092835 -0.011 -1.682 0.363 -0.090
C -1.575989 0.724174 -0.877679 0.306 -0.577 -0.881 0.034
C 2.789709 0.858590 0.053789 -0.028 0.253 -0.049 -0.464
C 2.410605 -0.397277 0.165715 -0.203 -0.343 -0.016 -0.501
N -1.497939 -0.596921 -0.892076 0.107 0.784 -0.353 0.069
O -1.916522 1.138690 0.297695 0.025 0.826 -0.289 -0.201
H -1.802871 -2.082899 0.631569 -0.026 -0.156 0.049 0.404
H -2.354642 0.217087 2.117473 0.021 0.116 -0.027 0.414
H -1.392036 1.403148 -1.693309 -0.013 0.057 0.024 0.390
H 3.265014 1.376856 0.867198 0.118 0.115 0.204 0.239
H 2.658869 1.418856 -0.857918 -0.009 0.063 -0.186 0.242
H -1.236409 -1.181645 -1.680805 -0.047 0.250 0.049 0.252
H 2.564218 -0.966099 1.067098 0.060 -0.058 0.216 0.231
H 1.956503 -0.935083 -0.654164 -0.015 -0.038 -0.195 0.261
```
Forces are in eV/Å.

Properties
HOMO energy	-0.48970	hartree
LUMO energy	-4.306	eV
net charge	+1
calculated total energy	-325.0019	hartree

(2)
# C35H37N2O6PZr

A molecular structure, C35H37N2O6PZr in a non-equilibrium geometry (ωB97M-V/def2-TZVPD, the Open Molecules 2025 dataset).

```
82
Properties=species:S:1:pos:R:3:forces:R:3:mulliken_charge:R:1
Zr 0.120846 0.142418 0.077731 -0.191 0.794 -0.035 0.348
C 2.853510 1.194074 4.750193 0.014 -0.029 0.042 -1.081
N 2.288410 1.679213 3.493047 -0.043 -0.009 -0.056 0.084
C 2.827558 2.944241 2.992355 0.004 0.046 -0.028 -0.747
C 1.343072 1.045998 2.839439 0.006 -0.049 -0.007 0.503
O 0.850181 1.471647 1.765167 0.037 0.147 0.150 0.496
C 0.796901 -0.289235 3.339285 0.052 -0.027 0.040 -1.544
O -0.332715 -0.610186 2.544713 -0.016 0.021 -0.038 -0.293
C -1.559461 -0.097073 3.052977 -0.036 -0.021 0.043 -0.956
C -2.444185 0.272118 1.875644 -0.054 0.023 0.091 0.513
O -1.899319 0.447911 0.759664 -0.319 0.134 0.156 -0.340
N -3.736793 0.420450 2.057868 0.097 -0.008 -0.019 0.162
C -4.381318 0.248910 3.360355 0.008 -0.014 0.045 -1.019
C -4.617596 0.743226 0.933956 -0.007 0.016 -0.046 -0.985
H 3.917459 1.420679 4.756567 -0.006 -0.010 0.003 0.371
H 2.384475 1.691779 5.599595 0.012 -0.005 -0.003 0.325
H 2.742505 0.117621 4.845423 -0.003 0.007 0.014 0.446
H 2.704587 3.711682 3.756070 0.007 0.000 -0.005 0.394
H 3.888684 2.820320 2.777177 -0.008 0.005 -0.001 0.357
H 2.301356 3.235853 2.089007 0.011 0.010 0.010 0.057
H 1.539993 -1.072717 3.171350 -0.012 0.019 0.017 0.522
H 0.545559 -0.273647 4.401573 0.009 0.005 -0.044 0.661
H -2.029372 -0.848925 3.690036 0.019 0.018 -0.024 0.588
H -1.392572 0.810485 3.645616 -0.002 -0.017 -0.008 0.516
H -3.760858 0.640183 4.163483 -0.009 -0.014 0.002 0.410
H -5.308580 0.815687 3.353257 0.011 -0.002 0.006 0.369
H -4.615402 -0.800016 3.544893 -0.004 0.006 0.008 0.328
H -4.052863 0.711042 0.008936 -0.026 0.002 0.003 0.248
H -5.424166 0.012011 0.900054 0.005 0.009 -0.003 0.398
H -5.039957 1.737480 1.076997 0.005 -0.010 -0.006 0.357
O 2.259833 -0.177989 0.074410 0.789 -0.249 -0.490 -0.656
C 2.042809 0.761095 -0.727587 -0.136 0.112 1.341 0.855
C 2.864256 1.936692 -0.946769 -0.133 -0.087 -0.380 -0.183
C 4.252163 2.035993 -0.978829 0.002 0.015 0.027 -0.361
C 4.824490 3.296621 -1.019672 0.015 -0.060 0.001 -0.753
C 4.018220 4.431022 -0.991134 0.008 0.011 -0.009 -0.656
C 2.633262 4.329023 -0.943800 -0.022 -0.021 -0.027 -0.701
C 2.038303 3.074882 -0.960221 0.035 0.018 0.051 0.157
P 0.218122 2.764529 -0.894464 -0.052 0.235 -0.217 2.683
C -0.285553 2.823033 -2.638003 0.047 -0.008 -0.017 0.462
C 0.614250 2.950726 -3.691156 -0.038 -0.014 0.048 -0.730
C 0.153192 2.953561 -5.002931 -0.002 0.004 0.000 -0.826
C -1.202169 2.832926 -5.264531 0.005 0.004 -0.014 -0.674
C -2.104512 2.700345 -4.214570 -0.017 0.004 -0.013 -0.660
C -1.647855 2.686977 -2.909277 0.015 0.011 0.033 -0.248
C -0.453099 4.296185 -0.179549 -0.021 -0.001 -0.100 0.150
C -0.679289 5.432064 -0.957366 -0.002 -0.012 -0.006 -0.664
C -1.169656 6.590540 -0.374146 0.001 0.000 -0.007 -0.743
C -1.441319 6.624135 0.986435 -0.003 0.009 0.006 -0.636
C -1.228074 5.495471 1.764586 -0.010 0.025 0.030 -0.815
C -0.740088 4.335497 1.183247 0.019 -0.077 0.047 -0.156
H 4.864193 1.143739 -0.975459 0.003 -0.009 0.001 0.573
H 5.899900 3.401537 -1.062250 0.007 0.002 -0.001 0.442
H 4.476594 5.410843 -1.011308 0.013 0.009 0.005 0.489
H 2.026471 5.224061 -0.909482 -0.016 0.017 0.002 0.534
H 1.674300 3.054839 -3.500150 0.019 0.001 0.005 0.472
H 0.856066 3.060855 -5.817915 0.010 -0.001 -0.009 0.437
H -1.560096 2.845612 -6.285129 -0.001 0.001 -0.012 0.415
H -3.162693 2.607216 -4.418790 -0.009 -0.001 0.001 0.426
H -2.353514 2.577732 -2.092743 -0.004 -0.002 0.003 0.372
H -0.482757 5.409480 -2.022343 0.002 -0.007 -0.005 0.516
H -1.343451 7.466844 -0.983694 -0.002 0.008 -0.006 0.451
H -1.824926 7.528673 1.438492 -0.005 0.008 0.004 0.424
H -1.447820 5.520877 2.823885 -0.001 0.002 0.009 0.470
H -0.575920 3.451722 1.789695 -0.006 0.022 -0.016 0.140
C -0.059998 -4.244414 -0.371007 0.026 0.006 0.002 -2.027
C -0.070153 -2.817157 -0.814874 -0.063 -0.046 0.005 0.783
O -0.037724 -1.943705 0.099895 0.012 -0.637 -0.171 -0.221
C -0.126964 -2.461937 -2.201532 -0.023 0.015 -0.107 0.771
C 0.045373 -3.457212 -3.194221 0.011 0.014 -0.007 -0.765
C 0.004918 -3.144521 -4.525227 0.006 -0.040 0.023 -1.000
C -0.231530 -1.817834 -4.912148 -0.005 0.030 0.010 -0.542
C -0.432775 -0.826559 -3.980831 -0.047 -0.026 0.109 -0.411
C -0.389111 -1.127226 -2.613024 -0.028 -0.139 -0.154 0.284
O -0.623984 -0.164112 -1.737401 0.038 -0.208 -0.268 -0.075
H -0.101020 -4.285602 0.713547 -0.004 -0.001 -0.009 0.327
H 0.853287 -4.736409 -0.709875 0.011 0.002 0.001 0.433
H -0.900853 -4.789660 -0.798571 -0.003 -0.002 -0.007 0.450
H 0.233441 -4.478740 -2.895457 0.001 -0.009 0.000 0.434
H 0.154531 -3.909970 -5.272416 0.002 -0.012 -0.002 0.416
H -0.262271 -1.569099 -5.965081 0.001 0.004 -0.007 0.503
H -0.632838 0.195668 -4.271589 -0.005 0.035 -0.008 0.145
```
Forces are in eV/Å.

Properties
HOMO energy	-0.48335	hartree
LUMO energy	-5.441	eV
net charge	+2
calculated total energy	-2304.9780	hartree

(3)
# C4H7N5O

A single C4H7N5O molecule in a non-equilibrium geometry (ωB97M-V/def2-TZVPD, the Open Molecules 2025 dataset).

```
17
Properties=species:S:1:pos:R:3:forces:R:3:mulliken_charge:R:1
N -4.290814 -0.839331 0.245342 -0.254 0.005 -0.039 -0.628
C -2.897733 -1.014377 -0.122534 0.338 -0.305 -0.292 -0.334
C -2.130170 0.263984 -0.017646 0.218 0.259 0.029 0.511
N -2.691263 1.458498 -0.170458 -0.307 -0.282 -0.219 -0.599
N -1.702881 2.318724 -0.022196 -0.203 0.086 0.262 0.237
N -0.541732 1.800328 0.263757 0.420 0.066 -0.453 -0.620
C -0.754354 0.483268 0.225153 0.213 1.099 0.143 0.457
C 0.371072 -0.424691 0.392761 1.140 -4.122 3.140 0.247
N 0.956292 -1.242715 -0.349696 1.233 -1.171 1.250 -0.614
H -4.747192 -0.166920 -0.365208 0.142 -0.047 0.122 0.231
H -4.789029 -1.717702 0.146211 0.080 0.106 0.024 0.233
H -2.433430 -1.749670 0.549604 -0.131 0.168 -0.117 0.336
H -2.748159 -1.406384 -1.146268 -0.025 0.074 0.208 0.217
H -1.845133 3.321301 -0.131906 0.099 -0.541 0.194 0.252
O 0.730202 -0.975483 1.832165 -2.116 2.819 -1.136 -0.612
H 1.435040 -1.905213 0.521417 -1.094 1.871 -3.658 0.365
H -0.010659 -0.693280 2.386891 0.246 -0.084 0.543 0.321
```
Forces are in eV/Å.

Properties
HOMO energy	-0.35704	hartree
LUMO energy	0.787	eV
net charge	0
calculated total energy	-505.5538	hartree
SMILES string	[H]/N=C(\O)c1n[nH]nc1CN

(4)
# C26H67N5O8V

A molecular structure, C26H67N5O8V in a non-equilibrium geometry (ωB97M-V/def2-TZVPD, the Open Molecules 2025 dataset).

```
107
Properties=species:S:1:pos:R:3:forces:R:3:mulliken_charge:R:1
O -0.234860 0.514039 1.795254 -1.249 -0.112 0.432 -0.127
V -1.738197 0.321670 2.315637 1.244 0.232 -0.624 0.917
O -2.626957 0.077934 1.053472 -0.652 0.041 -0.401 -0.278
C 1.293550 -3.224266 -4.872590 0.255 0.267 0.010 -2.018
C 1.904294 -2.869029 -3.508420 0.140 -1.284 0.430 1.974
C 3.316841 -2.334011 -3.710774 0.690 -0.290 0.031 -1.614
C 3.820781 -1.337719 -2.656500 0.413 -0.143 -0.755 -0.665
C 2.743395 -0.373879 -2.203443 0.956 0.063 0.009 -0.438
C 1.464132 -1.039771 -1.758600 -0.561 -0.289 0.389 1.731
N 1.027835 -1.930280 -2.832578 0.001 1.038 -1.084 0.348
O -0.228030 -2.557181 -2.649259 -0.189 0.422 0.230 -0.244
C 1.650314 -1.730591 -0.401319 0.094 0.033 -0.103 -1.489
C 0.461580 0.094995 -1.581004 -0.644 0.003 -0.333 -1.631
C 2.028540 -4.179813 -2.706337 0.737 -0.202 -0.041 -2.042
H 2.089122 -3.504047 -5.564747 -0.002 -0.038 -0.013 0.545
H 0.800437 -2.330363 -5.263235 -0.078 -0.176 -0.145 0.314
H 0.618141 -4.075257 -4.811346 -0.246 0.171 0.035 0.370
H 3.982236 -3.206404 -3.662284 -0.119 0.047 -0.027 0.375
H 3.471815 -2.016080 -4.745958 -0.284 0.683 0.209 0.460
H 4.641712 -0.796451 -3.141276 -0.068 0.150 0.262 0.488
H 4.300437 -1.862469 -1.824904 -0.313 -0.044 0.107 0.363
H 2.554231 0.337172 -3.012623 -0.215 -0.041 0.034 0.542
H 3.115381 0.191255 -1.341795 -0.092 0.124 -0.130 -0.617
H 2.408346 -2.511085 -0.455098 -0.035 -0.031 0.113 0.422
H 1.950526 -0.991699 0.347499 -0.018 -0.028 -0.001 0.282
H 0.698863 -2.160976 -0.095224 -0.016 -0.125 -0.027 0.129
H 0.227837 0.492096 -2.573047 -0.023 0.098 0.074 0.590
H -0.480268 -0.225206 -1.121007 0.140 -0.071 0.005 -0.062
H 0.888927 0.895606 -0.972690 0.026 -0.105 0.049 0.109
H 1.061824 -4.516234 -2.344746 0.023 -0.075 0.127 0.276
H 2.761944 -4.064257 -1.901329 -0.373 0.065 0.234 0.497
H 2.487235 -4.954273 -3.332454 -0.317 0.020 -0.108 0.515
H -0.749745 -2.287782 -3.432258 0.104 -0.172 0.387 0.280
C -0.152656 -2.596235 2.504425 0.343 -0.064 0.616 -0.823
O -1.421029 -1.924584 2.402079 0.237 0.125 0.370 -0.290
H -0.008435 -3.285783 1.679591 0.013 0.089 -0.149 0.410
H 0.621893 -1.836390 2.521139 -0.012 0.053 -0.289 0.213
H -0.085608 -3.150102 3.447667 -0.165 0.019 -0.089 0.372
H -2.091779 -2.610307 2.300221 -0.217 0.413 -0.097 0.182
C -3.692490 -0.561233 -3.285268 -0.182 -0.337 -0.379 -0.892
C -3.990205 -2.045014 -2.967119 -0.379 1.426 2.104 0.265
C -3.708455 -2.945635 -4.088167 0.693 -0.379 -0.674 -1.057
O -2.401450 -2.631763 -4.562389 0.002 0.408 0.261 -0.247
C -2.111480 -3.274721 -5.761045 0.013 -0.544 -0.760 -0.933
N -3.266546 -2.541640 -1.780657 0.048 -0.350 -0.417 -0.728
H -4.004790 -0.322999 -4.309832 0.206 0.006 0.095 0.325
H -2.625624 -0.375985 -3.169511 -0.001 0.147 -0.128 0.020
H -4.254608 0.111287 -2.637034 0.098 -0.097 0.223 0.372
H -5.049082 -2.081443 -2.682900 0.006 -0.346 -0.359 0.441
H -4.413824 -2.783677 -4.908806 -0.101 -0.278 0.030 0.500
H -3.684650 -3.969365 -3.706112 -0.430 -0.170 -0.313 0.360
H -1.319697 -2.736787 -6.276026 0.050 0.042 0.038 0.257
H -2.999655 -3.294456 -6.405936 0.128 0.033 -0.052 0.405
H -1.787114 -4.312788 -5.610685 -0.036 0.045 0.056 0.315
H -2.264156 -2.546493 -1.953412 -0.079 0.093 0.146 0.368
H -3.441712 -1.967219 -0.977508 -0.001 0.404 0.250 0.217
C -1.120702 0.207306 6.788289 0.129 -0.116 0.250 -1.626
C -1.486129 -0.040383 5.326440 0.334 0.827 0.536 0.415
C -2.983945 -0.072514 5.170156 -0.274 -0.662 -0.337 -0.796
O -3.323530 -0.308211 3.781030 0.931 0.220 0.892 0.082
C -4.688838 -0.644607 3.581944 -0.453 0.095 -0.348 -0.849
N -0.979706 1.037181 4.415617 0.091 -0.319 1.140 -0.350
H -0.046427 0.361715 6.911845 -0.021 -0.014 -0.169 0.420
H -1.366566 -0.666326 7.396775 -0.107 0.099 -0.014 0.433
H -1.619969 1.080363 7.217923 -0.085 -0.045 -0.131 0.380
H -1.031834 -0.996110 5.056618 -0.155 0.071 -0.430 -0.048
H -3.453694 0.862732 5.500808 0.095 -0.048 0.024 0.357
H -3.367173 -0.902746 5.771628 -0.168 0.141 -0.049 0.572
H -5.284211 0.262945 3.463650 -0.032 -0.037 -0.002 0.272
H -5.080559 -1.217945 4.421413 0.131 -0.039 0.048 0.360
H -4.752429 -1.243207 2.678329 -0.022 0.061 -0.083 0.237
H -1.304771 1.916247 4.831488 -0.173 -0.195 -0.270 0.328
H 0.030844 1.123061 4.562183 -0.146 -0.316 -0.544 0.288
C -1.765508 3.001935 0.061265 -0.326 0.635 -0.944 -1.343
C -1.606331 3.373050 1.520444 -0.584 -0.637 0.163 0.942
C -1.991092 4.826799 1.780742 -0.024 -0.422 0.708 -0.764
O -1.046248 5.654373 1.207811 0.442 0.428 -0.086 -0.274
C -1.244117 7.027334 1.514297 -0.465 0.047 -0.209 -0.789
N -2.469514 2.485146 2.407115 -0.143 0.089 -0.144 -0.577
H -1.021560 3.538687 -0.535205 0.115 -0.111 0.233 0.404
H -2.717960 3.375660 -0.348473 0.013 -0.077 0.367 0.352
H -1.723387 1.953865 -0.217588 0.274 -0.149 0.438 0.191
H -0.592284 3.165992 1.863027 0.057 0.279 -0.099 -0.360
H -2.003396 4.969048 2.883228 -0.104 0.135 -0.195 0.404
H -3.006958 5.030430 1.400603 0.062 -0.048 0.014 0.390
H -0.367547 7.568097 1.177676 0.079 0.007 -0.016 0.249
H -1.399987 7.200953 2.586887 0.162 -0.176 -0.039 0.327
H -2.129770 7.415256 0.988672 0.158 -0.065 0.045 0.313
H -2.469180 2.896017 3.344530 0.301 -0.190 -0.183 0.304
H -3.454331 2.611972 2.142241 0.349 -0.375 -0.359 0.318
C 5.653796 0.372599 0.851765 -0.063 -0.605 0.098 -1.181
C 5.452695 1.636711 0.065912 -0.679 0.143 -0.428 1.130
C 4.562456 2.630074 0.785608 0.058 0.105 0.412 -0.950
O 3.300293 2.042725 0.999418 -0.267 0.009 -0.068 -0.036
C 2.356230 2.935802 1.533321 -0.099 0.077 0.137 -0.364
N 6.706130 2.237340 -0.358570 0.094 0.662 0.123 -0.716
H 6.445934 -0.216767 0.391121 0.083 0.025 0.101 0.367
H 4.744447 -0.231291 0.819090 -0.019 0.055 0.122 0.127
H 5.887395 0.554683 1.903397 0.149 0.059 -0.031 0.357
H 4.878335 1.375573 -0.831299 0.301 -0.037 -0.123 -0.205
H 4.475734 3.541904 0.175238 -0.079 -0.009 0.108 0.330
H 4.995969 2.893993 1.768771 0.072 0.120 -0.199 0.329
H 1.440745 2.366191 1.681250 -0.040 -0.037 -0.022 -0.479
H 2.143772 3.776923 0.856215 0.105 -0.095 0.034 0.416
H 2.672749 3.349073 2.507187 0.067 -0.075 -0.188 0.390
H 6.486833 2.965168 -1.038248 0.189 -0.181 -0.019 0.292
H 7.106228 2.752873 0.428676 0.128 -0.275 -0.122 0.279
```
Forces are in eV/Å.

Properties
HOMO energy	-0.34733	hartree
LUMO energy	-3.191	eV
net charge	+1
calculated total energy	-2850.2626	hartree

Let's list relative energy (zero: lowest compared OMol25 entry of this formula, charge and spin) in order: 97.2; 15.9; 244.8; 0.0 kJ/mol.